Record 1
A molecular structure, C36H63Br20I2N2O3 in a non-equilibrium geometry. Source: the OMol25 dataset; level of theory: ωB97M-V with the def2-TZVPD basis set.

Structure (XYZ):
```
126
Properties=species:S:1:pos:R:3:lowdin_charge:R:1
C 7.886 -4.078 -0.626 -0.026
C 8.041 -2.698 -0.044 -0.531
O 8.561 -2.491 1.019 0.094
N 7.579 -1.631 -0.855 0.044
C 6.097 -1.552 -0.912 -0.192
C 5.723 -0.664 -2.091 -0.231
C 4.241 -0.290 -2.178 -0.182
C 3.651 0.267 -0.855 -0.106
C 2.445 -0.444 -0.331 -0.111
N 1.600 -0.963 -1.240 0.201
C 0.466 -1.605 -0.922 -0.179
C -0.370 -2.187 -2.019 -0.115
C -0.519 -3.723 -1.815 -0.277
C -0.533 -4.456 -3.157 -0.604
I 1.032 -5.937 -3.203 0.808
C 0.126 -1.738 0.407 0.077
C 0.957 -1.213 1.387 -0.059
C 0.454 -1.443 2.796 -0.638
O -0.194 -2.415 3.019 0.160
O 0.743 -0.576 3.762 -0.514
I 0.015 1.321 3.441 1.022
C 2.156 -0.570 1.034 -0.114
C 3.120 -0.031 2.055 -0.016
H 7.053 -4.131 -1.319 0.026
H 8.784 -4.296 -1.198 0.083
H 7.735 -4.767 0.196 0.089
H 7.890 -0.801 -0.358 0.127
H 5.670 -2.544 -1.039 0.119
H 5.758 -1.159 0.049 0.109
H 5.975 -1.227 -2.984 0.041
H 6.320 0.242 -2.067 0.019
H 3.687 -1.133 -2.591 0.009
H 4.156 0.498 -2.925 0.106
H 4.429 0.330 -0.113 0.090
H 3.332 1.298 -1.028 0.086
H 1.807 -0.904 -2.231 0.117
H 0.088 -1.987 -2.985 0.067
H -1.344 -1.706 -1.993 0.134
H 0.349 -4.044 -1.250 0.062
H -1.391 -3.930 -1.203 0.118
H -0.333 -3.801 -3.993 0.005
H -1.440 -5.027 -3.299 -0.010
H -0.777 -2.245 0.702 0.145
H 4.148 -0.227 1.781 0.080
H 2.956 -0.474 3.027 0.085
H 2.969 1.043 2.132 0.077
Br 6.596 2.911 -1.620 0.683
C 5.003 3.703 -2.407 -0.675
C 4.460 4.823 -1.562 -0.672
Br 3.528 4.138 0.006 0.623
H 4.283 2.902 -2.539 0.029
H 5.316 4.071 -3.381 0.066
H 3.715 5.392 -2.115 0.062
H 5.234 5.492 -1.203 0.056
Br -1.316 3.805 3.619 0.529
C -2.991 4.509 2.888 -0.613
C -3.473 5.664 3.719 -0.707
Br -4.246 5.072 5.394 0.609
H -3.695 3.683 2.860 0.061
H -2.758 4.824 1.874 0.068
H -4.269 6.188 3.196 0.072
H -2.684 6.366 3.968 0.007
Br -8.097 4.183 7.276 0.621
C -6.665 2.970 7.783 -0.687
C -6.627 1.762 6.887 -0.702
Br -8.051 0.505 7.305 0.613
H -6.819 2.721 8.827 0.055
H -5.747 3.545 7.679 0.023
H -5.701 1.210 7.034 0.059
H -6.734 2.020 5.839 0.038
Br -11.109 6.089 2.164 0.607
C -10.882 4.343 2.991 -0.698
C -9.891 4.385 4.122 -0.718
Br -8.059 4.484 3.472 0.564
H -10.587 3.659 2.203 0.048
H -11.867 4.068 3.363 0.060
H -9.938 3.470 4.707 0.045
H -10.034 5.239 4.776 0.045
Br 7.581 -3.343 -4.038 0.700
C 7.752 -2.454 -5.760 -0.672
C 8.767 -1.346 -5.707 -0.677
Br 8.066 0.218 -4.782 0.637
H 6.763 -2.098 -6.030 0.047
H 8.061 -3.228 -6.459 0.061
H 9.012 -1.005 -6.710 0.060
H 9.676 -1.635 -5.190 0.054
Br -3.065 8.608 5.739 0.631
C -3.901 9.342 7.340 -0.675
C -3.529 8.565 8.573 -0.677
Br -4.498 6.881 8.691 0.599
H -4.970 9.355 7.159 0.058
H -3.531 10.364 7.410 0.010
H -3.811 9.119 9.465 0.062
H -2.471 8.327 8.615 0.054
Br -1.206 12.481 6.335 0.606
C -2.905 13.129 5.645 -0.697
C -3.489 14.202 6.523 -0.688
Br -4.254 13.451 8.147 0.613
H -3.558 12.266 5.555 0.039
H -2.686 13.520 4.654 0.060
H -4.313 14.701 6.018 0.060
H -2.753 14.937 6.831 0.052
Br -2.645 -7.771 -3.335 0.613
C -1.382 -9.241 -3.149 -0.692
C -1.382 -10.128 -4.364 -0.682
Br -2.948 -11.278 -4.419 0.633
H -1.653 -9.770 -2.242 0.053
H -0.410 -8.770 -3.021 0.000
H -0.529 -10.802 -4.340 0.063
H -1.373 -9.568 -5.293 0.055
Br -4.199 -12.156 -7.972 0.585
C -4.113 -14.092 -7.803 -0.691
C -3.231 -14.510 -6.657 -0.705
Br -1.344 -14.303 -7.083 0.595
H -3.768 -14.475 -8.758 0.050
H -5.137 -14.415 -7.631 0.058
H -3.365 -15.567 -6.440 0.059
H -3.410 -13.929 -5.758 0.002
Br 2.556 -4.466 -7.637 0.637
C 1.215 -3.216 -6.999 -0.693
C 1.845 -2.013 -6.348 -0.641
Br 2.533 -2.454 -4.575 0.705
H 0.568 -3.768 -6.324 0.036
H 0.650 -2.914 -7.878 0.066
H 1.108 -1.228 -6.190 0.062
H 2.680 -1.617 -6.915 0.054
```

Computed properties:
Total charge ... +1
DFT total energy ... -1464523.1193 eV
LUMO ... -3.56 eV

---

Record 2
A molecular structure, C36H63Br27HgN3O3 in a non-equilibrium geometry. Source: the OMol25 dataset; level of theory: ωB97M-V with the def2-TZVPD basis set.

Structure (XYZ):
```
133
Properties=species:S:1:pos:R:3:lowdin_charge:R:1
Hg -0.072 -0.750 -1.200 1.284
C -3.984 1.135 -3.868 -0.096
C -4.565 0.997 -2.469 -0.451
C -6.137 0.632 -2.618 -0.144
C -6.805 0.000 -1.472 -0.237
C -5.960 -1.113 -0.957 -0.171
C -4.487 -0.721 -0.629 -0.427
N -3.867 -0.090 -1.787 -0.199
O -2.459 0.040 -1.715 -0.335
C -3.760 -2.133 -0.315 -0.034
C -4.556 0.181 0.700 -0.048
C -4.467 2.365 -1.701 -0.039
H -4.353 0.443 -4.625 0.082
H -2.897 1.199 -3.831 0.024
H -4.176 2.165 -4.169 0.048
H -6.379 0.109 -3.543 0.105
H -6.634 1.575 -2.844 0.101
H -7.680 -0.496 -1.892 0.110
H -7.086 0.752 -0.734 0.095
H -6.064 -1.944 -1.654 0.120
H -6.469 -1.405 -0.038 0.109
H -4.347 -2.727 0.385 0.063
H -2.833 -1.910 0.213 0.034
H -3.385 -2.749 -1.132 0.071
H -4.694 -0.516 1.526 0.065
H -5.426 0.827 0.824 -0.014
H -3.608 0.693 0.864 0.055
H -5.186 3.068 -2.121 0.067
H -3.486 2.816 -1.849 0.044
H -4.584 2.357 -0.617 0.021
C 0.709 -4.926 -2.944 -0.036
C 0.914 -3.687 -2.091 -0.487
C 2.386 -3.703 -1.641 -0.166
C 3.314 -3.380 -2.820 -0.183
C 2.979 -2.007 -3.470 -0.128
C 1.499 -1.883 -3.897 -0.506
N 0.601 -2.418 -2.821 -0.253
O -0.801 -2.192 -3.021 -0.287
C 1.351 -2.447 -5.302 -0.046
C 1.258 -0.367 -4.009 -0.072
C 0.157 -3.740 -0.712 -0.054
H -0.013 -5.628 -2.526 0.073
H 1.575 -5.518 -3.243 0.078
H 0.162 -4.684 -3.855 0.075
H 2.632 -4.630 -1.123 0.090
H 2.528 -2.922 -0.894 0.082
H 3.501 -4.089 -3.627 0.102
H 4.330 -3.392 -2.424 0.055
H 3.623 -2.017 -4.349 0.115
H 3.158 -1.150 -2.820 0.065
H 1.531 -3.523 -5.296 0.067
H 2.002 -1.936 -6.011 0.079
H 0.327 -2.379 -5.670 0.083
H 1.975 0.064 -4.709 0.069
H 1.460 -0.063 -2.982 0.018
H 0.270 0.056 -4.192 0.082
H -0.913 -3.617 -0.877 0.067
H 0.547 -3.045 0.031 0.041
H 0.281 -4.769 -0.374 0.054
C 1.826 0.590 3.090 -0.031
C 0.669 0.126 2.122 -0.434
C -0.670 0.830 2.588 -0.119
C -0.800 2.347 2.209 -0.230
C -0.465 2.565 0.759 -0.135
C 0.886 1.871 0.264 -0.482
N 0.923 0.423 0.659 -0.191
O 1.927 -0.467 0.018 -0.328
C 1.999 2.742 0.756 -0.081
C 0.736 1.980 -1.257 -0.122
C 0.372 -1.341 2.360 -0.108
H 1.664 1.549 3.583 0.047
H 2.833 0.551 2.676 0.062
H 1.970 -0.066 3.949 -0.013
H -1.018 0.739 3.617 0.082
H -1.490 0.375 2.033 0.101
H -0.153 2.925 2.869 0.056
H -1.791 2.793 2.290 0.004
H -0.445 3.614 0.465 0.120
H -1.369 2.286 0.218 0.106
H 2.079 3.661 0.174 -0.011
H 2.934 2.185 0.715 0.079
H 1.862 2.991 1.809 0.067
H 1.647 1.583 -1.704 0.038
H 0.810 3.036 -1.515 0.026
H -0.186 1.569 -1.668 0.046
H 0.023 -1.334 3.393 0.052
H 1.230 -1.993 2.198 0.030
H -0.428 -1.760 1.750 0.073
C -0.063 -6.080 4.362 -1.452
Br 0.179 -4.136 4.454 0.529
Br -0.414 -6.565 2.412 0.475
Br -1.553 -6.618 5.524 0.536
H 0.878 -6.471 4.750 -0.019
C 3.980 -4.058 2.425 -1.452
Br 2.744 -5.519 1.866 0.550
Br 5.804 -4.654 2.934 0.506
Br 3.311 -2.949 3.914 0.495
H 4.032 -3.359 1.591 -0.069
C -5.559 4.456 2.751 -1.530
Br -6.556 3.257 1.479 0.577
Br -5.095 6.077 1.953 0.609
Br -3.923 3.526 3.490 0.569
H -6.245 4.699 3.563 -0.030
C 5.472 -0.162 0.976 -1.444
Br 6.042 -0.896 2.728 0.528
Br 5.522 -1.626 -0.439 0.563
Br 6.502 1.389 0.435 0.523
H 4.430 0.148 1.054 -0.061
C 5.448 6.497 1.293 -1.396
Br 6.749 4.980 1.436 0.488
Br 5.847 7.501 2.990 0.465
Br 3.506 5.928 1.277 0.537
H 5.691 7.173 0.473 -0.017
C 1.165 3.584 6.600 -1.527
Br -0.409 2.667 5.800 0.574
Br 1.776 5.042 5.541 0.594
Br 2.576 2.211 6.803 0.504
H 0.854 3.910 7.592 -0.021
C 1.054 -2.525 7.652 -1.451
Br 1.604 -2.242 9.534 0.508
Br 1.518 -0.886 6.557 0.484
Br -0.909 -2.883 7.683 0.501
H 1.693 -3.338 7.308 -0.034
C -0.586 3.709 -5.552 -1.470
Br -1.945 2.438 -6.294 0.568
Br 1.217 3.001 -5.860 0.555
Br -0.990 4.000 -3.632 0.583
H -0.744 4.713 -5.946 -0.031
C 5.117 3.411 -2.433 -1.410
Br 4.679 1.455 -2.392 0.529
Br 3.564 4.494 -2.040 0.578
Br 5.608 3.891 -4.368 0.451
H 5.922 3.623 -1.729 -0.046
```

Computed properties:
Total charge ... -1
DFT total energy ... -1944276.6924 eV
LUMO ... 0.68 eV
Energy above the lowest of the compared OMol25 structures with the same formula, charge and spin ... 17.9 kcal per mole

---

Record 3
A molecular structure, C36H63Br27HgN3O3 in a non-equilibrium geometry. Source: the OMol25 dataset; level of theory: ωB97M-V with the def2-TZVPD basis set.

Structure (XYZ):
```
133
Properties=species:S:1:pos:R:3:lowdin_charge:R:1
Hg -2.243 21.202 2.796 0.086
C 4.076 22.842 0.231 -0.039
C 2.847 21.914 0.227 -0.474
C 3.058 20.661 -0.703 -0.142
C 3.977 19.562 -0.122 -0.185
C 3.410 19.203 1.240 -0.151
C 3.257 20.440 2.212 -0.522
N 2.351 21.434 1.564 -0.079
O 1.919 22.548 2.369 -0.160
C 4.574 20.950 2.609 -0.055
C 2.549 19.772 3.406 -0.052
C 1.681 22.595 -0.501 -0.068
H 4.188 23.463 1.120 0.083
H 3.909 23.548 -0.583 0.073
H 5.038 22.394 -0.019 0.069
H 3.452 20.997 -1.663 0.108
H 2.086 20.242 -0.962 0.115
H 5.005 19.921 -0.154 0.096
H 4.062 18.602 -0.629 0.102
H 3.895 18.343 1.702 0.113
H 2.372 18.892 1.121 0.116
H 5.243 21.176 1.778 0.064
H 5.109 20.197 3.188 0.091
H 4.498 21.853 3.214 0.093
H 2.993 18.827 3.716 0.077
H 1.523 19.502 3.153 0.076
H 2.464 20.457 4.250 0.081
H 1.578 23.661 -0.299 0.077
H 0.671 22.196 -0.408 0.086
H 1.896 22.545 -1.569 0.072
C -6.574 24.235 5.882 -0.032
C -5.523 25.296 6.324 -0.447
C -6.241 26.516 6.946 -0.157
C -6.819 26.408 8.405 -0.176
C -5.685 25.914 9.260 -0.165
C -4.976 24.607 8.809 -0.481
N -4.569 24.773 7.402 -0.082
O -3.712 23.738 6.858 -0.143
C -5.896 23.360 9.057 -0.029
C -3.692 24.488 9.704 -0.041
C -4.757 25.826 5.064 -0.041
H -6.098 23.288 5.627 0.084
H -6.959 24.564 4.917 0.078
H -7.374 24.117 6.613 0.060
H -7.160 26.680 6.383 0.109
H -5.604 27.397 6.871 0.111
H -7.635 25.711 8.212 0.093
H -7.276 27.351 8.706 0.107
H -5.992 25.844 10.304 0.115
H -4.901 26.667 9.186 0.114
H -5.466 22.442 8.657 0.079
H -6.893 23.409 8.619 0.055
H -6.058 23.156 10.115 0.073
H -3.049 25.334 9.461 0.079
H -3.158 23.560 9.498 0.075
H -3.874 24.509 10.778 0.075
H -3.724 26.173 5.111 0.079
H -5.266 26.713 4.687 0.070
H -4.646 25.116 4.244 0.075
C -5.548 17.873 2.861 -0.064
C -6.479 17.788 1.649 -0.488
C -7.909 17.910 2.204 -0.162
C -8.953 18.296 1.146 -0.210
C -8.448 19.488 0.345 -0.151
C -7.087 19.287 -0.391 -0.459
N -6.090 18.929 0.691 -0.070
O -4.695 18.792 0.145 -0.239
C -6.665 20.738 -0.940 -0.042
C -7.217 18.284 -1.571 -0.036
C -6.480 16.397 0.992 -0.044
H -5.718 17.092 3.602 0.074
H -5.596 18.808 3.419 0.074
H -4.478 17.775 2.679 0.068
H -8.003 18.617 3.028 0.112
H -8.243 16.946 2.586 0.111
H -9.842 18.631 1.681 0.100
H -9.370 17.475 0.563 0.100
H -8.544 20.365 0.985 0.119
H -9.190 19.503 -0.454 0.109
H -7.337 20.979 -1.763 0.060
H -5.669 20.712 -1.383 0.063
H -6.676 21.583 -0.251 0.070
H -7.705 18.717 -2.445 0.071
H -7.811 17.452 -1.193 0.052
H -6.290 17.907 -2.004 0.079
H -6.506 15.602 1.738 0.077
H -5.540 16.295 0.451 0.081
H -7.365 16.314 0.361 0.058
C -1.583 18.194 -6.252 -1.426
Br 0.339 18.173 -6.749 0.502
Br -2.410 16.558 -7.073 0.473
Br -2.470 19.889 -6.980 0.467
H -1.783 18.072 -5.188 -0.018
C -2.279 6.963 3.152 -1.563
Br -2.902 8.747 2.716 0.550
Br -3.310 6.076 4.547 0.548
Br -0.308 7.133 3.503 0.501
H -2.550 6.286 2.342 -0.036
C -16.136 24.434 0.357 -1.498
Br -15.470 22.852 1.344 0.518
Br -14.879 24.868 -1.142 0.494
Br -16.372 26.000 1.563 0.515
H -17.034 24.117 -0.174 -0.030
C -11.207 19.335 8.344 -1.517
Br -10.046 17.853 8.905 0.533
Br -12.035 20.303 9.834 0.532
Br -12.642 18.572 7.151 0.473
H -10.669 20.046 7.718 -0.022
C 0.654 14.180 8.842 -1.613
Br 0.721 13.291 7.103 0.530
Br -0.544 15.744 8.802 0.547
Br 2.439 14.527 9.438 0.568
H 0.226 13.440 9.519 -0.031
C -15.571 12.803 -1.762 -1.448
Br -14.061 12.721 -3.087 0.515
Br -15.452 14.285 -0.405 0.475
Br -15.615 11.237 -0.537 0.483
H -16.523 12.910 -2.282 -0.024
C -9.972 10.058 4.622 -1.548
Br -11.837 10.689 4.770 0.518
Br -9.614 9.106 2.915 0.520
Br -9.585 9.010 6.217 0.537
H -9.290 10.907 4.576 -0.027
C -2.809 27.783 -5.068 -1.384
Br -1.042 27.159 -5.780 0.467
Br -3.431 29.236 -6.369 0.449
Br -2.378 28.500 -3.213 0.486
H -3.515 26.954 -5.114 -0.018
C -6.244 12.467 11.171 -1.455
Br -5.539 12.421 9.346 0.517
Br -5.392 13.957 12.330 0.470
Br -6.021 10.583 11.774 0.498
H -7.306 12.686 11.054 -0.031
```

Computed properties:
Total charge ... -1
DFT total energy ... -1944272.1911 eV
LUMO ... -1.50 eV
Energy above the lowest of the compared OMol25 structures with the same formula, charge and spin ... 121.7 kcal per mole

---

Look up the total charge of the third one.
-1